# 1
DFT (wB97M-V/def2-TZVPD) results for a molecular structure, C38H53BrNP3Pd at a distorted geometry.

Results
Total charge = +2
Largest force on an atom = 0.0603 Eh/bohr
Multiplicity = 3
HOMO level (spin up / spin down) = -0.4466 / -0.4472 Ha
<S²> = 2.119
DFT total energy = -5259.87346 Ha

Each line ends with the Löwdin spin population.
Geometry (Å):
N -2.94496 4.10821 -9.47234  0.0030
C -3.05707 2.77748 -9.44727  -0.0006
C -2.62360 2.01962 -8.35062  0.0029
C -2.08436 2.69429 -7.23617  0.0009
C -1.98239 4.10278 -7.27898  0.0029
C -2.42091 4.76589 -8.43301  -0.0006
C -1.69558 1.95968 -6.04848  0.0133
Pd 0.70999 -0.28043 -0.09353  0.3454
P -2.65417 0.13388 5.63562  0.6103
C -1.61625 2.52837 -4.81867  -0.0027
C -1.34203 1.75102 -3.65828  0.0109
C -1.61302 2.28679 -2.39210  0.0053
C -1.29847 1.55974 -1.24334  0.0365
C -0.71296 0.31258 -1.44172  0.1928
C -0.57438 -0.31721 -2.66525  0.0459
C -0.82600 0.44457 -3.79806  0.0062
Br -0.38634 -1.26262 2.03102  0.2018
H -1.57573 0.88157 -6.19643  0.0009
H -1.87685 3.57354 -4.66496  -0.0004
H -2.73602 0.93899 -8.36332  0.0001
H -1.57097 4.67244 -6.44730  0.0001
H -3.50112 2.28438 -10.32032  -0.0001
H -2.33984 5.85516 -8.50527  -0.0001
H -2.04306 3.29252 -2.33949  0.0011
H -0.59567 0.05695 -4.78265  0.0011
H -1.43367 1.96359 -0.24989  0.0020
H -0.18406 -1.33163 -2.76256  0.0053
P 1.84452 1.44064 0.81530  0.1121
C -3.66391 -0.73787 4.36180  0.0956
C -5.14332 -0.82704 4.76177  0.0120
H -3.24344 -1.74399 4.22605  0.0016
H -3.53631 -0.20928 3.40815  0.0172
H -5.66314 -1.58188 4.16664  -0.0002
H -5.25901 -1.09973 5.81443  0.0044
H -5.65971 0.12107 4.59800  0.0003
C -2.61366 1.88253 5.06878  0.0872
C -2.43056 2.88272 6.21379  0.0119
H -3.56993 2.06608 4.55949  0.0004
H -1.81176 1.98147 4.32531  0.0161
H -2.67751 3.89394 5.87868  -0.0002
H -3.08409 2.65005 7.05901  0.0038
H -1.39902 2.90363 6.57497  0.0002
C -0.92208 -0.44119 5.47624  0.0990
C -0.65245 -1.61252 6.42122  0.0128
H -0.26531 0.40457 5.72575  0.0001
H -0.71506 -0.71550 4.42445  0.0231
H 0.41314 -1.85050 6.45825  -0.0003
H -0.97829 -1.37899 7.43884  0.0041
H -1.17389 -2.51414 6.09205  0.0004
C 3.19364 0.85581 1.91128  0.0150
C 4.58007 1.32628 1.49593  0.0026
H 3.11859 -0.24145 1.95728  0.0022
H 2.93166 1.22427 2.91505  0.0015
H 4.89754 0.86823 0.55388  0.0002
H 4.61289 2.41604 1.38604  0.0000
H 5.30321 1.04025 2.26615  0.0005
C 0.79428 2.50216 1.84410  0.0093
C 0.47826 3.87549 1.25067  0.0010
H 1.32876 2.59841 2.80265  0.0017
H -0.11805 1.91102 2.02405  0.0011
H 1.38295 4.49283 1.16279  -0.0001
H 0.00080 3.80271 0.26388  0.0001
H -0.21789 4.39435 1.92029  0.0003
C 2.46540 2.38720 -0.61525  0.0303
C 2.99295 1.45767 -1.71063  0.0199
H 3.23144 3.09499 -0.25961  0.0053
H 1.61975 2.98225 -0.99946  0.0000
H 2.73970 1.85445 -2.70198  0.0005
H 4.08209 1.34562 -1.65869  0.0008
H 2.54245 0.44823 -1.65248  0.0111
C 2.29945 -2.53616 -2.25145  -0.0059
P 1.49917 -2.37285 -0.62849  -0.0470
C 0.20302 -3.63508 -0.70142  -0.0050
C -1.14252 -3.25759 -0.61675  0.0027
C -2.16171 -4.19196 -0.76822  0.0003
C -1.84129 -5.52850 -1.02110  0.0002
C -0.49748 -5.91901 -1.10948  -0.0003
C 0.52745 -4.98223 -0.94064  -0.0018
C 2.84697 -2.92409 0.46269  -0.0109
C 4.11446 -2.32830 0.30636  -0.0071
C 5.16364 -2.70470 1.14255  0.0008
C 4.96366 -3.69017 2.11366  -0.0081
C 3.70962 -4.29308 2.25617  0.0002
C 2.64082 -3.90665 1.44179  -0.0070
H 1.52943 -2.54204 -3.02930  0.0002
H 2.83664 -3.49616 -2.24848  -0.0021
H 2.99780 -1.70713 -2.41495  -0.0004
H -1.39528 -2.22208 -0.37725  0.0027
H -3.19958 -3.87228 -0.68391  0.0000
H -2.63521 -6.26648 -1.14572  0.0000
H -0.24428 -6.96535 -1.30458  -0.0001
H 1.56847 -5.29697 -0.99796  0.0000
H 4.29189 -1.61445 -0.49829  -0.0002
H 6.13898 -2.23149 1.02340  0.0002
H 5.78663 -3.98104 2.76670  -0.0004
H 3.55835 -5.07762 3.00066  0.0001
H 1.66472 -4.37952 1.54247  -0.0004

# 2
DFT (wB97M-V/def2-TZVPD) results for a molecular structure, C38H54AsCrN4O5P2 at a distorted geometry.

Results
Total charge = +1
Largest force on an atom = 0.0404 Eh/bohr
Energy relative to the best compared isomer or geometry (same formula, charge and spin) = 33.1 kcal/mol
Multiplicity = 5
HOMO level (spin up / spin down) = -0.3727 / -0.3803 Ha
<S²> = 6.014
DFT total energy = -6038.48670 Ha

Each line ends with the Löwdin spin population.
Geometry (Å):
Cr 1.57533 -1.23324 1.43607  3.7129
C 1.53494 0.36774 3.94706  0.0038
C 2.97694 -0.13879 4.18214  0.0031
N 3.52156 -0.83320 3.00994  0.0391
C 4.58054 -0.15631 2.26303  0.0029
C 4.34407 -0.22369 0.75160  0.0062
N 2.93763 0.05020 0.36796  0.0096
C 2.55006 1.46913 0.55603  0.0046
C 2.04027 1.74760 1.97375  0.0025
N 1.28202 0.59812 2.51038  0.0022
H 0.83659 -0.39447 4.27599  0.0001
H 1.35954 1.27561 4.53301  -0.0003
H 3.62827 0.69406 4.45890  0.0005
H 2.94648 -0.81362 5.03626  0.0003
H 3.79001 -1.77708 3.24727  0.0018
H 4.63932 0.88464 2.58037  0.0001
H 5.56407 -0.59425 2.45310  0.0006
H 5.02284 0.47926 0.25679  -0.0001
H 4.57766 -1.22845 0.41039  0.0009
H 2.88112 -0.13412 -0.63032  0.0056
H 3.39106 2.13220 0.33014  -0.0001
H 1.75294 1.68574 -0.14912  0.0005
H 2.87291 1.94437 2.64444  0.0001
H 1.43103 2.65458 1.95947  -0.0002
H 0.28505 0.76670 2.39964  0.0040
N -1.19478 -2.81396 0.73279  0.0171
C -1.60526 -3.79966 1.74028  0.0011
C -1.48647 -3.22117 3.14723  0.0020
C -0.03962 -2.99474 3.58292  0.0090
O 0.40823 -3.56275 4.56652  0.0112
O 0.66008 -2.16471 2.87594  0.0529
H -1.76819 -1.98395 0.84342  0.0000
H -1.35498 -3.17104 -0.20127  -0.0001
H -0.96924 -4.68483 1.65075  0.0000
H -2.64117 -4.12299 1.58523  0.0005
H -1.94160 -3.89637 3.86780  0.0003
H -2.01390 -2.26181 3.17316  0.0002
C -0.91906 1.93672 -1.27620  0.0073
C 0.04549 2.22730 -2.41605  0.0003
As -0.38961 3.89589 -3.43209  0.0002
C -2.20220 3.45512 -4.00302  0.0001
C -2.55343 2.15411 -4.34953  0.0001
C -3.82438 1.86644 -4.82678  0.0000
C -4.75775 2.88096 -4.97579  0.0000
C -4.40479 4.18874 -4.67157  0.0000
C -3.13360 4.47394 -4.19749  0.0000
C -0.76266 4.96865 -1.83046  0.0000
C 0.33035 5.63256 -1.27563  0.0000
C 0.19990 6.36420 -0.10375  0.0000
C -1.03528 6.45015 0.52296  0.0000
C -2.13424 5.80733 -0.02976  0.0000
C -1.99768 5.06689 -1.19628  0.0000
P -0.62259 0.30368 -0.41016  0.0257
C -0.98233 -0.81940 -1.81230  0.0010
C -2.17726 -0.82826 -2.53073  0.0002
C -2.32438 -1.66072 -3.63003  0.0001
C -1.27863 -2.48023 -4.03533  0.0001
C -0.08151 -2.47030 -3.33570  0.0004
C 0.05939 -1.64601 -2.22919  0.0042
C -2.14383 0.31590 0.62014  0.0013
C -3.17498 -0.61792 0.55035  0.0005
C -4.24481 -0.55633 1.43434  0.0000
C -4.30317 0.43764 2.39854  0.0005
C -3.28620 1.37915 2.47335  0.0000
C -2.21568 1.31408 1.59626  0.0006
H -1.95249 1.94517 -1.63035  0.0011
H -0.83431 2.71550 -0.51563  0.0001
H 0.09209 1.39790 -3.12548  0.0000
H 1.06111 2.38673 -2.04491  0.0000
H -1.82791 1.35396 -4.25753  0.0000
H -4.08229 0.84908 -5.09463  0.0000
H -5.75281 2.65729 -5.33707  0.0000
H -5.11933 4.98923 -4.81249  0.0000
H -2.86127 5.50007 -3.97718  0.0000
H 1.29256 5.57980 -1.77519  0.0000
H 1.05647 6.88165 0.30929  0.0000
H -1.14303 7.02245 1.43528  0.0000
H -3.10392 5.88639 0.44537  0.0000
H -2.86302 4.56247 -1.60752  0.0000
H -2.99807 -0.18170 -2.24418  0.0000
H -3.26111 -1.67244 -4.17260  0.0000
H -1.39625 -3.12078 -4.89949  0.0000
H 0.73864 -3.10266 -3.65142  0.0000
H 0.98249 -1.65076 -1.65987  0.0047
H -3.16198 -1.39668 -0.20140  0.0001
H -5.03479 -1.29290 1.36371  0.0000
H -5.13579 0.47660 3.08779  0.0000
H -3.33389 2.16812 3.21279  0.0000
H -1.43214 2.06495 1.66213  0.0001
C 4.28912 -3.55564 -1.22466  0.0003
O 3.79378 -3.24639 0.08007  0.0046
P 2.21142 -3.34219 0.54381  0.0444
O 2.28175 -4.55752 1.57583  0.0019
C 2.96293 -4.46339 2.83927  0.0010
O 1.53108 -4.07916 -0.69789  0.0033
C 1.56497 -5.50308 -0.90308  0.0005
H 4.80006 -4.51850 -1.20901  0.0001
H 5.00395 -2.78314 -1.50816  -0.0001
H 3.48295 -3.58719 -1.95681  0.0000
H 3.02912 -5.47578 3.22731  0.0000
H 2.39451 -3.85321 3.54097  0.0002
H 3.97359 -4.07586 2.69126  0.0001
H 0.91614 -5.69694 -1.75342  0.0000
H 1.19874 -6.02576 -0.02391  0.0000
H 2.57652 -5.84071 -1.12814  0.0000

Q: Which formula does entry 1 have?
A: C38H53BrNP3Pd

Q: What is the formula in the second record?
A: C38H54AsCrN4O5P2

Q: DFT total energy of number 2 (C38H54AsCrN4O5P2)?
A: -6038.48670 Ha